84
Properties=species:S:1:pos:R:3:forces:R:3:lowdin_charge:R:1 method="wB97M-V/def2-TZVPD" homo_lumo_gap_ha=0.2390 max_force_ev_per_a=2.703 e_lumo_ev=-2.2 total_charge=+1
Ba 15.536789 13.290781 9.433959 -0.1 -0.3 0.2 2.16
C 15.089788 16.302708 11.087249 1.0 -0.2 -1.0 -0.18
C 15.133625 16.910155 9.680964 1.9 0.6 1.1 -0.13
O 15.724622 15.983031 8.752157 -0.7 -0.3 1.7 -0.28
C 15.734578 16.415194 7.423416 1.7 1.4 0.8 -0.21
C 15.880959 15.232435 6.578870 -0.5 -1.6 0.7 -0.18
O 14.800238 14.310849 6.825592 1.5 0.0 -0.5 -0.27
C 13.569586 14.406013 6.133629 -0.3 0.2 2.5 -0.12
C 12.561771 14.563799 7.316506 0.8 -1.1 -0.1 -0.07
O 12.787776 13.522066 8.338316 -0.4 0.9 -1.0 -0.21
C 12.082180 12.326661 8.207778 1.9 -0.8 1.8 -0.08
C 12.445899 11.597314 10.784032 -0.3 0.1 -0.2 -0.11
O 13.247529 12.713565 11.087685 0.2 -1.1 -1.0 -0.21
C 13.140405 13.502712 12.242889 -0.3 0.8 0.8 -0.16
C 14.340916 14.443199 12.256450 -0.7 -0.2 0.6 -0.20
O 14.220606 15.187742 11.054345 0.0 0.2 -0.1 -0.25
H 14.766896 17.006019 11.854681 -0.1 0.3 -0.2 0.14
H 16.088412 15.921307 11.345373 0.0 0.4 0.1 0.12
H 15.772512 17.850334 9.728686 -0.9 -0.9 -0.2 0.16
H 14.139492 17.128490 9.386100 -1.1 0.4 -0.5 0.12
H 16.676413 17.043592 7.341134 -1.3 -0.1 -0.5 0.17
H 14.816767 16.941581 7.194912 -0.1 0.5 -0.2 0.14
H 16.751952 14.656056 6.864726 0.5 0.0 0.1 0.12
H 16.050341 15.536689 5.586875 -0.3 0.1 -1.7 0.13
H 13.430959 13.481495 5.631950 -0.3 -0.8 -0.8 0.12
H 13.563579 15.246401 5.466231 -0.2 0.4 -0.4 0.13
H 11.538173 14.514632 6.986050 -0.5 0.2 0.0 0.13
H 12.828932 15.478937 7.829518 -0.4 0.3 0.1 0.12
H 12.789226 11.535298 7.897655 -0.3 0.0 0.7 0.12
H 11.299493 12.288086 7.484368 -1.2 0.5 0.0 0.13
H 13.084685 10.816268 10.404815 0.5 0.0 -0.5 0.11
H 11.908656 11.087995 11.606202 0.0 1.0 0.0 0.17
H 13.135487 12.925715 13.166272 -0.1 -0.3 0.0 0.14
H 12.228130 14.126391 12.205602 0.3 -0.3 0.0 0.14
H 15.344028 13.962808 12.280875 -0.7 0.1 0.2 0.09
H 14.247395 15.107684 13.154163 0.1 -0.4 -0.6 0.16
Br 19.913911 9.398048 14.859251 0.3 -0.8 0.5 0.80
C 18.865284 10.914684 14.647130 0.5 0.4 0.8 -0.70
C 18.952353 11.984210 15.552254 -0.9 -0.5 0.1 -0.16
N 18.337502 13.143525 15.371445 0.4 -0.6 0.4 0.08
C 17.767892 13.357688 14.181733 1.1 -0.3 0.5 -0.08
C 17.763873 12.379561 13.203614 -0.1 -0.7 -0.1 -0.12
C 18.192146 11.052208 13.489693 0.0 2.4 -0.8 -0.06
C 17.432263 12.726526 11.807974 -1.5 0.5 -0.9 -0.65
O 17.269056 13.978560 11.530308 0.3 -1.8 -0.4 -0.19
O 17.179749 11.762387 11.006303 0.2 1.3 0.2 -0.18
H 19.444417 11.790977 16.485348 0.4 0.3 0.4 0.10
H 17.491571 14.392668 14.086404 -0.5 0.0 -0.8 0.12
H 18.237425 10.304280 12.731885 -0.3 -0.3 -0.4 0.10
O 7.760855 6.275240 8.869623 0.2 0.7 -0.1 -0.02
C 7.534037 7.441952 8.113235 -0.2 0.6 -0.4 -0.24
N 7.969979 8.737035 8.623664 -1.8 -0.2 1.4 0.10
C 9.216139 9.082401 8.368668 0.7 2.6 0.0 -0.50
O 10.014121 8.343372 7.859518 1.3 -1.7 -0.7 0.07
C 9.645314 10.503137 8.689295 0.8 -0.2 1.1 -0.16
C 8.824541 11.632260 8.615101 0.4 0.4 0.0 -0.10
C 9.161200 12.750879 9.384349 1.6 -1.5 -0.1 -0.11
C 10.333142 12.816555 10.043524 2.0 -0.4 0.7 -0.05
N 11.434266 11.856820 9.681357 -0.2 0.3 -2.4 -0.11
C 10.881415 10.548066 9.301703 -1.6 0.1 0.3 -0.05
H 8.690410 6.045984 8.820076 0.3 0.0 -0.1 0.08
H 6.455794 7.526370 8.112339 -0.2 -0.2 -0.7 0.13
H 8.051684 7.478819 7.125507 -0.9 -1.0 0.4 0.14
H 7.317094 9.371636 9.114842 0.9 -0.7 -0.5 0.17
H 7.993882 11.721830 7.986110 -1.3 -0.4 -0.7 0.08
H 8.521967 13.548500 9.536825 -1.5 1.4 0.1 0.09
H 10.748100 13.597697 10.656389 -0.4 0.2 0.1 0.09
H 11.462624 9.678730 9.526524 0.3 -0.2 0.1 0.11
C 16.740874 7.409604 9.222222 -1.4 -0.1 -0.2 -0.10
C 16.554250 8.932154 9.080758 1.8 -1.1 0.4 -0.42
S 15.077988 9.402834 8.312383 -1.0 0.0 0.3 0.95
O 15.013111 10.907616 8.504342 0.0 0.1 -0.4 -0.75
C 15.569284 9.050414 6.632820 -0.8 -1.3 -0.7 -0.40
C 16.550624 9.990045 5.956777 -0.6 -0.1 -0.7 -0.11
H 16.715699 6.861813 8.286017 0.5 0.2 -0.3 0.06
H 15.870371 6.966888 9.733771 0.4 0.3 0.3 0.09
H 17.644049 7.191671 9.768999 0.2 -0.1 0.1 0.08
H 17.355091 9.383194 8.490799 0.1 0.0 0.2 0.09
H 16.622955 9.344410 10.076346 -0.3 0.5 0.2 0.08
H 14.608728 9.054356 6.087782 0.3 0.1 0.1 0.09
H 15.851857 7.952677 6.583837 -0.1 1.3 0.4 0.11
H 17.357341 10.369102 6.577709 -0.2 0.2 0.2 0.07
H 15.944322 10.774222 5.460696 0.8 -0.1 0.5 0.09
H 17.026441 9.414272 5.166309 0.1 0.1 -0.2 0.08

***

81
Properties=species:S:1:pos:R:3:forces:R:3:lowdin_charge:R:1 method="wB97M-V/def2-TZVPD" homo_lumo_gap_ha=0.2490 max_force_ev_per_a=11.079 e_lumo_ev=-7.8 total_charge=+2
C -2.606697 0.449390 -1.979244 -0.5 0.1 -0.8 -0.13
C -4.005810 0.028566 -1.430298 1.3 -0.3 0.0 -0.23
C -3.897888 -0.521175 0.034580 -1.6 0.2 -0.3 -0.20
C -5.009931 0.152850 0.926123 0.2 0.0 0.8 -0.19
C -4.469229 1.179547 1.985955 -0.6 0.2 -0.8 -0.19
C -3.253637 2.052512 1.503364 0.4 -0.4 1.3 -0.18
C -1.958139 1.625701 2.291909 -0.5 0.6 0.5 -0.20
C -0.809582 2.684580 2.252980 0.0 0.2 -1.0 -0.17
C 0.241501 2.461317 1.094107 -0.9 0.4 -0.1 -0.17
C 0.768198 0.991038 0.995836 0.0 0.9 1.8 -0.13
C 2.288510 0.773716 0.676813 -0.6 -1.1 -3.0 -0.16
C 2.354412 1.268157 -0.894844 0.7 -1.3 0.5 -0.04
C 1.735752 0.240374 -1.950051 0.1 2.3 -1.3 -0.27
C 1.725169 1.007865 -3.352122 -1.1 -0.7 -0.2 -0.11
C 0.405026 0.713899 -4.168990 0.9 0.1 -0.3 -0.19
O -0.450306 1.845241 -3.991790 0.1 -0.9 -0.7 -0.06
C -0.992508 2.315813 -5.175993 -0.1 -0.6 -0.5 -0.33
O -1.276962 3.442159 -5.299529 -0.4 1.5 0.3 0.16
C 2.477581 -0.821235 0.859076 -2.4 -1.6 0.7 -0.25
C 1.199081 -1.796879 0.698996 -0.1 -0.2 -0.8 -0.12
C 1.464638 -3.373422 0.591461 -0.3 0.3 1.1 -0.19
C 0.102461 -4.084261 0.958901 -0.6 -0.3 -0.7 -0.17
C -0.630750 -4.711999 -0.298650 0.2 0.7 0.6 -0.22
C -2.013247 -4.039899 -0.598472 0.6 -0.2 -0.6 -0.10
N 3.548779 -1.525702 0.078006 3.6 1.4 6.6 -0.43
C 4.482782 -2.061879 0.785464 -1.0 -0.5 -0.3 -0.71
S 5.399920 -2.934507 1.652262 -0.3 0.9 -0.8 1.10
C 2.790866 -0.997457 2.399068 0.6 4.4 -3.2 -0.44
O 2.520193 -1.861102 3.120369 -0.1 -1.5 1.5 0.24
O 3.437925 0.179731 2.680191 -0.4 -0.7 0.8 0.07
C 3.397318 1.256030 1.674175 -0.5 -1.2 1.9 -0.06
C 3.092348 2.423064 2.702411 1.2 0.2 1.3 -0.52
F 4.082058 2.439168 3.627591 0.0 -0.1 -0.8 0.18
F 2.001588 2.150449 3.429680 -0.1 0.4 -1.2 0.19
F 3.087982 3.635675 2.163384 -0.7 -0.4 -0.3 0.19
C 4.918960 1.318554 1.252511 1.9 0.6 0.4 -0.49
F 5.669610 0.650255 2.151992 -0.5 0.1 -0.6 0.16
F 5.224762 0.755736 0.049489 -0.8 0.0 0.1 0.12
F 5.430822 2.551689 1.225869 -0.9 -0.2 -0.3 0.20
H -2.107914 1.239129 -1.379373 -0.3 -0.5 -0.1 0.06
H -1.912455 -0.419360 -2.086032 -0.4 0.4 0.1 0.06
H -2.771605 0.891610 -2.987072 0.4 -0.3 0.5 0.07
H -4.680940 0.901296 -1.528303 0.4 -0.5 0.3 0.11
H -4.424455 -0.757074 -2.096982 0.3 0.5 0.4 0.11
H -4.118021 -1.609769 0.015782 0.3 0.6 0.0 0.10
H -2.881237 -0.399256 0.463400 -0.5 0.1 -0.3 0.08
H -5.773818 0.690566 0.323362 0.7 -0.5 0.0 0.11
H -5.580084 -0.636387 1.466171 0.4 0.5 -0.3 0.11
H -5.306818 1.882013 2.197303 0.5 -0.5 0.0 0.11
H -4.277514 0.642098 2.935726 0.3 0.4 -0.5 0.11
H -3.456433 3.098634 1.813433 0.1 -0.5 -0.4 0.11
H -3.088483 2.017777 0.409914 -0.3 0.0 0.5 0.09
H -2.288348 1.568094 3.354862 0.3 -0.1 -0.7 0.12
H -1.658572 0.593648 2.012001 0.0 0.5 0.1 0.09
H -1.290261 3.655751 1.989445 0.3 -0.5 0.4 0.12
H -0.335520 2.841070 3.238098 -0.1 -0.4 -0.5 0.11
H 1.011867 3.254184 1.133516 -0.2 -0.6 0.1 0.11
H -0.344588 2.687926 0.169117 0.6 -0.3 0.4 0.12
H 0.570601 0.511215 1.984308 -0.1 0.3 -0.7 0.13
H 0.100245 0.527873 0.240602 0.9 -0.2 0.5 0.11
H 3.380411 1.503184 -1.248833 -0.4 -0.2 0.4 0.12
H 1.790518 2.211633 -1.054772 0.2 -0.7 0.5 0.13
H 2.360980 -0.681052 -2.146158 -5.1 8.1 -0.2 -0.26
H 0.678642 -0.043277 -1.777886 0.6 -0.1 0.3 0.11
H 2.575999 0.711593 -4.000665 -0.2 0.4 0.5 0.12
H 1.705541 2.104554 -3.188259 0.4 -0.7 -0.1 0.14
H 0.652838 0.628362 -5.251610 -0.1 -0.1 0.7 0.13
H -0.060530 -0.246373 -3.849062 0.0 0.6 -0.1 0.12
H -1.176886 1.628809 -6.038166 0.5 -0.4 0.9 0.17
H 0.568802 -1.639839 1.595865 0.4 -0.2 -0.6 0.13
H 0.526940 -1.535898 -0.156511 0.5 0.0 0.5 0.11
H 1.843764 -3.739042 -0.424765 -0.6 0.3 1.0 0.04
H 2.201345 -3.741253 1.339650 -0.2 0.6 -0.6 0.11
H 0.248497 -4.861492 1.737344 0.2 0.5 -0.5 0.12
H -0.620937 -3.364992 1.403561 0.7 -0.3 -0.2 0.11
H 0.039519 -4.548249 -1.173531 -0.4 -0.3 0.3 0.08
H -0.717544 -5.799291 -0.117843 -0.1 0.5 -0.4 0.11
H -2.210390 -4.176034 -1.685447 -0.3 0.0 0.8 0.08
H -2.835573 -4.465933 0.003933 0.4 0.2 -0.4 0.09
H -1.990172 -2.940821 -0.431736 0.1 -0.6 0.0 0.05
Ba 3.179035 -2.049185 -1.926965 3.5 -9.3 -4.8 2.14